C3H4FI2NO | wB97M-V/def2-TZVPD

```
12
Properties=species:S:1:pos:R:3:forces:R:3
I 1.4357 1.5866 -2.5758 0.2 -0.2 -0.1
I 0.9626 3.2113 0.4447 0.0 0.1 0.4
F 2.8843 1.1461 -0.0996 1.3 -0.2 0.4
O -0.2894 -0.8465 -0.6563 0.3 -0.2 -0.3
N 0.2959 -0.0704 1.4977 -0.7 -1.4 4.3
C 1.6700 1.4423 -0.4533 -3.2 -2.3 -0.2
C 0.3392 -0.2576 0.3088 1.8 3.1 -1.7
C -1.6063 -1.3190 -0.2564 1.2 -0.6 0.4
H -0.1573 -0.6323 2.3367 0.9 1.3 -2.8
H -2.0617 -1.5016 -1.2115 -0.7 -0.1 0.0
H -1.4482 -2.2547 0.3364 -0.5 0.8 -0.4
H -2.0247 -0.5043 0.3287 -0.6 -0.3 0.0
```
Positions in Å, forces in eV/Å.

E: -25627.9737 eV
orbital gap: 8.0 eV
HOMO energy: -0.3015 hartree
total charge: 0

Atomic partial charges in e from the Löwdin method, atoms 1 to 5: 0.70 0.74 -0.12 -0.10 0.12

C4H9NOS | wB97M-V/def2-TZVPD

```
16
Properties=species:S:1:pos:R:3:forces:R:3
S 3.5633 0.5128 0.1791 -1.9 -1.5 -0.6
O 2.1344 -1.5537 -0.7665 1.5 -0.2 -0.2
N -0.2018 -0.7755 -0.3623 -0.7 1.1 -2.4
C 2.1808 -0.4288 -0.1267 0.5 1.9 1.8
C 0.7262 0.0133 0.4092 3.2 1.3 -0.7
C 0.5578 1.5057 0.0630 -1.1 -1.4 -0.4
C -1.4632 -1.0487 0.2770 -1.9 2.0 0.5
H 1.2077 -1.8388 -0.7202 -1.0 -0.1 -0.2
H -2.2494 -1.3911 -0.4945 1.4 0.1 1.6
H 0.7787 -0.0106 1.5469 -0.7 -0.8 -1.5
H 1.0288 2.0777 0.7745 1.1 1.4 1.7
H -1.8924 -0.0752 0.7770 0.4 -1.4 -1.0
H 0.9197 1.8676 -0.9043 -0.3 -0.6 -0.1
H -0.3648 -0.1531 -1.2763 0.3 -2.0 2.5
H -0.5082 1.5955 0.2049 -0.5 0.9 -0.3
H -1.2739 -1.6567 1.1678 -0.4 -0.6 -0.6
```
Positions in Å, forces in eV/Å.

structure (SMILES): CN[C@H](C)C(O)=S
E: -18665.3708 eV
energy above the lowest of the compared OMol25 structures with the same formula, charge and spin: 208.0 kJ/mol
orbital gap: 8.9 eV
HOMO energy: -0.3063 hartree
total charge: 0

Atomic partial charges in e from the Löwdin method, atoms 1 to 5: 0.62 0.03 -0.16 -0.79 -0.39

C41H85B2N14O33 | wB97M-V/def2-TZVPD

```
175
Properties=species:S:1:pos:R:3:forces:R:3
O 5.9216 7.0990 12.9082 0.3 -0.3 -0.4
O -3.7286 11.0782 4.1647 0.6 0.0 -0.1
O -0.3472 -8.6601 3.5558 -0.5 -0.1 -0.4
O 7.2712 5.9786 11.6255 -0.4 0.4 0.2
O -1.8501 0.7848 -4.7322 -1.4 -0.3 1.4
O -1.7724 8.6422 0.9250 0.1 -0.3 -0.4
O -1.2753 7.8073 -1.0178 -0.2 0.3 0.6
O -6.4257 -6.1853 -7.6093 -0.1 0.4 -0.4
O -1.0374 -5.0826 0.0722 -0.6 -0.2 -0.2
O -10.1746 -8.7033 -10.9312 0.2 -0.3 0.5
O -3.1804 -0.4947 -6.6478 -0.4 -1.8 2.2
O 0.2345 -6.3924 -6.6274 0.4 -0.3 -0.5
O 5.8485 -1.8710 5.5378 -0.1 -0.2 1.0
O -0.6638 -9.7358 6.6647 0.0 0.3 0.4
O -9.6111 -9.8827 -9.1956 -0.1 0.4 -0.4
O 5.9340 1.6892 2.5037 0.5 -0.3 0.1
O 7.8069 0.5817 2.4696 -0.7 0.2 0.1
O 0.2926 -0.0065 -4.1934 -1.6 -1.3 0.9
O 1.0363 3.9973 -0.6847 1.0 0.8 -1.1
O -6.9853 -5.0000 -9.3422 0.1 -0.3 0.5
O -2.4900 -2.7394 -5.8913 -1.1 1.6 1.2
O -0.0190 2.9972 -3.1315 0.8 2.4 -0.8
O -1.9811 -9.1548 2.2135 0.3 -0.3 0.6
O 1.5863 -7.5561 -7.8674 -0.4 0.4 0.2
O 6.4975 -1.5837 7.5913 -0.3 0.0 -0.6
O -1.8068 10.9637 3.1585 -0.6 0.1 0.5
O 1.8089 9.0392 4.5635 -0.2 0.5 -0.2
O -3.1106 -5.2657 -0.5535 0.4 -0.2 0.1
O 5.2306 10.3672 7.7625 0.0 -0.7 0.1
O 5.2025 8.2227 8.1081 -0.1 0.6 -0.4
O -0.3674 -8.5186 8.4386 -0.2 -0.2 -0.5
O 1.8402 11.1855 4.2234 0.0 -0.6 0.2
O -0.7564 -1.1883 -1.0123 -2.4 1.2 1.7
N 4.7261 -1.3291 -1.8105 1.1 -0.7 1.5
N -2.1168 -5.6478 0.0487 0.3 0.1 -0.1
N 0.8102 -6.6340 -7.6748 0.0 -0.1 0.3
N -9.6461 -8.8468 -9.8401 -0.2 -0.1 -0.1
N 6.5986 0.6747 2.6379 0.0 0.2 -0.2
N 6.4981 6.8955 11.8508 0.0 0.0 0.2
N 1.5585 10.0398 3.9079 0.0 0.1 -0.2
N -1.9276 7.8468 0.0108 0.2 0.0 -0.3
N -0.9007 -8.7694 7.3713 0.2 -0.2 0.1
N -2.5107 11.0241 4.1544 -0.2 0.0 -0.3
N -1.0388 -9.4473 2.9339 0.1 0.1 0.1
N -6.4579 -5.1470 -8.2505 0.0 0.0 -0.1
N 5.6697 -1.5328 6.6987 0.3 -0.1 0.3
N 4.9508 9.2220 7.4507 0.1 0.3 -0.1
C 3.0941 3.2187 0.5062 -0.3 0.0 -1.1
C -3.8604 -0.7823 2.3698 3.3 0.3 -3.0
C 4.8907 -0.0854 -2.5207 4.2 -1.1 3.6
C 3.6733 -2.3887 -1.9227 -1.5 0.5 -0.1
C 2.3936 3.5503 -0.9261 1.0 -0.8 0.6
C -2.6868 -2.1452 0.3402 -0.6 2.3 2.0
C -1.6951 -0.9648 0.0264 -2.8 -0.7 2.7
C 6.7648 -0.5151 -0.8292 -4.3 -1.3 -2.4
C 4.2417 9.0174 6.1603 0.0 0.1 -0.2
C 0.3249 4.4162 -3.1250 0.0 0.2 0.6
C 0.5465 -5.7271 -8.8224 -0.2 0.3 -0.1
C 5.7269 -1.6699 -0.7959 1.8 4.9 -2.2
C -2.2429 -6.9136 0.8180 0.2 0.1 0.1
C -1.8108 0.3031 0.9051 -1.5 -1.8 -0.1
C -3.7386 -2.0539 1.4850 1.3 2.1 -0.2
C 2.1897 -1.7739 -2.2187 0.3 -0.8 -0.5
C 0.8499 9.8390 2.6175 0.0 0.0 -0.4
C -0.8291 1.5456 0.7035 -0.5 0.5 1.6
C 0.6230 4.9883 -1.6547 0.1 0.8 0.1
C -1.9295 -7.8093 6.8929 -0.2 0.1 -0.3
C 6.2389 7.8448 10.7363 -0.1 0.1 0.1
C -3.0089 6.8398 0.1722 -0.2 -0.3 -0.1
C -1.6429 2.9457 0.5208 0.4 0.0 -0.1
C 4.3209 -1.0142 7.0457 -0.2 0.1 0.2
C 0.0086 1.6909 2.1087 -0.1 -1.1 -1.1
C -2.8793 0.3900 2.0547 0.0 -3.2 -1.7
C -1.8275 11.0326 5.4748 0.3 0.0 0.2
C -2.1920 -4.9426 -4.8069 0.2 -0.2 0.7
C 6.2090 0.4583 -1.9284 -1.6 -2.4 0.6
C 5.8812 -0.5613 3.0422 -0.1 0.0 0.0
C -8.9852 -7.6587 -9.2386 0.1 0.3 -0.1
C -4.7282 -3.2774 1.8452 1.4 0.0 0.2
C -0.7113 -10.8913 3.0597 0.3 -0.3 0.1
C 1.5974 -2.3066 -3.6092 -0.4 -1.1 0.2
C -0.6776 -0.8713 -3.5699 0.4 0.5 1.1
C 0.1440 2.5870 -4.5335 0.6 0.1 0.1
C -2.1268 -0.5743 -4.2340 1.1 1.0 -1.6
C -0.8630 -0.2032 -2.0829 1.2 1.0 -0.7
C -0.0307 -2.3309 -3.6455 0.8 -0.6 0.8
C -5.7958 -3.9620 -7.6449 0.1 0.3 -0.1
C -3.0628 -3.5626 -4.8496 1.3 -2.4 0.3
B -2.5810 -1.3285 -5.6043 -0.5 0.1 -1.4
B -0.4188 1.0914 -4.8831 0.5 -0.2 -0.8
H -3.9480 7.3810 0.2815 0.1 0.0 0.1
H -2.6654 -3.1306 -0.2605 0.1 2.1 1.0
H -0.2576 3.4268 -5.2025 0.3 -1.2 0.7
H 1.4772 9.2033 1.9930 -0.1 -0.1 0.2
H -7.9341 -7.9042 -9.0948 -0.2 0.0 0.1
H 3.6373 -2.9064 -0.8902 0.1 0.8 -1.8
H -4.2443 -3.8572 2.7249 -0.7 0.9 -1.3
H -9.0938 -6.8149 -9.9171 0.0 -0.2 0.1
H -1.0295 3.7600 1.0652 -0.9 -1.1 -1.2
H -2.7210 -7.7764 7.6407 0.2 0.1 0.0
H 1.4899 5.7546 -1.7342 -1.3 -1.0 -0.1
H -3.0273 -0.5560 -3.5101 1.6 0.0 -0.6
H 6.7029 1.4332 -2.2444 -0.8 -1.6 0.5
H 3.3544 2.1039 0.5004 -0.4 1.6 0.5
H 1.2910 2.5547 -4.7257 -1.6 0.1 0.1
H 0.0184 0.5395 -1.9890 -1.4 -1.2 -0.1
H -4.1318 -3.8785 -5.0993 1.2 0.8 0.3
H 5.8193 7.2757 9.9115 0.2 0.0 0.2
H 1.5289 -2.1854 -1.3708 0.8 1.1 -1.3
H -4.8130 -4.0285 0.9777 -0.1 1.3 1.3
H 1.9019 -3.4244 -3.6867 -0.5 1.6 0.1
H 3.9235 -3.1677 -2.7203 -0.1 1.1 1.0
H -5.9025 -3.1160 -8.3211 0.0 -0.2 0.0
H 3.2899 8.5385 6.3807 0.2 0.0 0.0
H -2.3163 -8.1568 5.9367 0.1 0.0 0.1
H -0.4704 2.4900 2.7658 0.9 -1.1 -0.7
H -0.2533 5.5870 -1.1980 1.2 -1.3 -0.8
H 2.2066 -0.6336 -2.2729 -0.1 -1.6 0.5
H 4.8230 -0.3316 3.1545 0.2 0.1 -0.1
H 1.0924 1.9022 1.8193 -1.5 0.0 0.8
H -5.7371 -2.9129 2.2359 1.3 -0.4 -0.8
H -4.7445 -4.2099 -7.5006 -0.1 0.0 0.1
H -1.4475 -6.8385 6.7841 -0.1 -0.1 0.1
H -4.6093 -0.7031 3.2380 1.3 -0.2 -1.6
H 7.7096 -0.4495 -0.1964 -1.6 0.1 -1.1
H -0.0458 1.4169 -0.1118 -1.5 0.0 0.9
H -2.6762 2.9263 1.0056 1.4 -0.3 -0.5
H -1.4912 -4.9589 -3.8856 -1.1 0.2 -1.5
H -1.8272 0.4333 -2.0198 1.4 -1.3 0.0
H 5.5371 8.6035 11.0773 0.1 -0.2 0.0
H -0.7519 10.9807 5.3143 -0.2 0.1 0.0
H -0.5436 5.0128 -3.5941 1.2 -0.7 0.6
H -3.8859 0.0052 -6.1641 1.3 0.1 -0.7
H -1.7953 3.2152 -0.5826 0.4 -0.4 1.5
H 1.4970 -5.2829 -9.1152 -0.1 -0.2 0.0
H -1.2922 -7.1291 1.2980 -0.2 0.3 -0.2
H -2.9049 1.3356 2.6964 0.1 -1.5 -1.1
H 3.6007 -1.8032 6.8324 0.1 0.1 -0.1
H 6.0339 -1.3010 2.2567 0.1 0.1 0.1
H 2.3414 3.5162 1.3093 1.2 -0.6 -1.0
H -2.0977 11.9599 5.9784 -0.1 -0.2 0.0
H -2.9962 -3.1327 -3.7948 -0.3 -0.1 -1.5
H 4.3064 -0.7540 8.1024 0.1 -0.1 -0.2
H 1.2678 4.6324 -3.7594 -1.4 -0.6 0.8
H -0.0362 0.9502 -6.0265 -0.1 0.2 -1.0
H -2.7829 6.2551 1.0632 -0.1 0.1 0.0
H -0.0317 0.6463 2.5867 0.2 1.8 -0.3
H 4.8700 8.3811 5.5377 -0.1 -0.1 0.2
H -0.3288 -2.9987 -2.7454 0.2 1.2 -1.3
H -6.2885 -3.7602 -6.6945 0.1 -0.1 0.0
H -3.0259 -6.7692 1.5611 0.0 -0.1 -0.2
H 0.6947 10.8076 2.1474 0.0 -0.1 0.2
H 4.1384 -0.1346 6.4290 0.0 -0.2 0.0
H 6.3063 -0.8959 3.9903 0.0 0.2 -0.6
H -0.1576 -4.9585 -8.5078 0.1 -0.1 0.1
H 4.0854 9.9852 5.6881 0.0 -0.1 0.2
H -2.8591 -5.8725 -4.6948 0.8 1.4 -0.3
H -0.3019 -2.9343 -4.5769 0.1 1.2 1.1
H -0.4727 -11.2619 2.0634 -0.2 0.0 0.1
H 5.6797 -2.6154 -0.1580 -0.1 1.6 -1.3
H 3.0540 4.3261 -1.4466 -1.2 -0.7 0.5
H -9.4771 -7.4551 -8.2882 0.2 -0.1 0.0
H 4.0613 3.8139 0.6378 -1.4 -0.8 -0.2
H 4.1798 0.3073 -3.3113 1.1 -0.8 1.3
H 7.1913 8.2963 10.4612 -0.1 -0.2 -0.1
H -3.0306 6.2036 -0.7110 0.1 0.1 0.1
H 2.3870 2.6087 -1.5859 -0.1 1.4 0.9
H -2.1771 10.1638 6.0312 -0.1 0.2 0.0
H 0.1266 -6.3294 -9.6272 0.2 0.0 0.1
H -2.5066 -7.7008 0.1132 -0.1 0.1 0.1
H -1.5878 -11.3922 3.4688 0.0 0.1 -0.2
H 0.1418 -11.0005 3.7267 -0.2 0.1 -0.1
H -1.5169 -5.0717 -5.7237 -1.2 0.4 1.3
H 2.0366 -1.8068 -4.5406 -0.7 -0.4 1.5
H -0.1025 9.3609 2.8371 0.2 0.0 -0.1
```
Positions in Å, forces in eV/Å.

E: -133633.4764 eV
orbital gap: 5.2 eV
HOMO energy: -0.1665 hartree
total charge: -1

Atomic partial charges in e from the Löwdin method, atoms 1 to 5: 0.05 0.07 0.07 0.05 -0.05

C3H7NS2 | wB97M-V/def2-TZVPD

```
13
Properties=species:S:1:pos:R:3:forces:R:3
S 0.3986 0.5038 2.2909 0.9 -1.1 1.5
S 0.1158 1.2423 -0.5268 0.7 -2.1 -0.5
N -0.5185 2.7821 1.5434 0.7 -0.1 -0.6
C 0.6372 -1.3729 -0.5379 1.2 0.0 2.3
C -0.2321 -2.0133 -1.5088 -1.9 2.3 -1.0
C 0.1129 1.6121 1.1580 -2.1 1.1 -0.2
H -0.5833 -1.2024 -2.1592 0.2 0.0 -0.4
H 0.1668 -2.6984 -2.1802 1.6 -1.2 -1.0
H 1.6973 -1.2559 -0.8798 -1.1 0.3 0.5
H 0.5279 -1.7721 0.5570 0.2 1.7 -2.0
H -0.6822 3.6037 0.9893 0.2 -0.3 -0.7
H -1.1751 -2.4338 -1.2569 -0.6 -0.4 1.4
H -0.4653 3.0049 2.5111 0.1 -0.2 0.7
```
Positions in Å, forces in eV/Å.

E: -26382.3170 eV
energy above the lowest of the compared OMol25 structures with the same formula, charge and spin: 275.8 kJ/mol
orbital gap (spin up / spin down): 6.7 / 6.7 eV
HOMO energy (spin up / spin down): -0.2909 / -0.2909 hartree
total charge: 0

Atomic partial charges in e from the Löwdin method, atoms 1 to 5: 0.56 0.66 -0.03 -0.09 -0.19

C12H8N2 | wB97M-V/def2-TZVPD

```
22
Properties=species:S:1:pos:R:3:forces:R:3
N -5.0461 -0.3658 0.1007 -1.8 1.7 0.5
N 0.0569 -0.5491 -0.0118 -0.6 -0.2 -0.4
C -2.3916 -0.1375 -0.0548 2.7 1.6 0.1
C -2.8767 1.1731 -0.1650 -4.6 0.9 -0.3
C 1.2780 -0.0553 -0.0240 0.1 -0.4 -0.3
C 0.4899 2.2062 0.1118 -2.6 0.5 -0.9
C -5.6029 0.6712 0.2187 0.4 -1.0 -0.3
C -0.9678 0.3098 -0.0491 1.6 -2.9 0.6
C 1.5001 1.3397 0.0660 2.4 -2.8 0.7
C -2.1461 2.2946 -0.1898 1.5 -0.8 0.4
C -4.3058 -1.4743 0.1958 0.5 -1.8 -0.3
C 2.3733 -1.1275 -0.0030 -2.2 -0.1 2.0
C -2.9475 -1.4230 0.1173 -0.5 -0.6 0.0
C -0.8210 1.6642 -0.0392 1.8 2.3 -0.1
H 3.3073 -0.8304 -0.4102 0.6 -0.2 -0.9
H 2.5280 1.5691 0.3021 0.2 0.7 -0.4
H -2.4615 -2.4450 0.2048 0.1 2.0 -0.2
H -4.8147 -2.4398 0.2640 -0.1 0.5 0.1
H -2.2631 3.3825 -0.2688 -0.6 -0.8 0.0
H 0.7026 3.2588 0.1090 -0.3 0.4 0.3
H 1.8887 -2.1364 -0.1616 1.0 1.2 -0.8
H 2.5370 -1.1954 1.0717 0.5 -0.1 0.4
```
Positions in Å, forces in eV/Å.

E: -15547.2901 eV
spin multiplicity: 3
orbital gap (spin up / spin down): 8.3 / 6.2 eV
<S²>: 2.0369
HOMO energy (spin up / spin down): -0.2935 / -0.3006 hartree
total charge: 0

Atomic partial charges in e from the Löwdin method, atoms 1 to 5: -0.06 0.16 -0.10 0.02 -0.32

C20H25N3O3S2 | wB97M-V/def2-TZVPD

```
53
Properties=species:S:1:pos:R:3:forces:R:3
S -1.7802 2.5560 -0.0893 -0.3 0.6 -0.2
S 3.4065 -1.3296 0.3420 0.0 0.4 0.2
O 2.6705 -1.7135 -0.8343 0.2 0.2 -0.1
O -7.7806 -0.0539 0.1381 0.1 0.2 0.1
O 3.6067 -2.3209 1.3577 0.2 0.1 0.2
N 2.6828 0.0075 1.0910 0.7 -0.9 -0.3
N -2.2336 -0.0068 0.4726 0.7 -0.5 0.1
N -0.0833 0.7512 0.7765 -0.3 -0.2 -0.1
C -5.6392 -1.1828 -0.2500 -0.4 0.0 0.0
C -1.3590 1.0357 0.4103 0.1 0.2 -0.1
C -4.2613 -1.1158 -0.1501 0.3 0.3 0.1
C 4.9665 -0.6111 -0.1284 -0.5 -0.2 0.0
C -6.4193 -0.1070 0.1598 0.2 0.1 0.1
C 8.6948 1.1903 -1.1458 0.0 0.0 0.0
C -5.7821 1.0219 0.6785 -0.2 -0.2 -0.1
C 1.6614 -0.3576 2.0490 -0.4 -0.4 0.3
C 7.3788 0.5711 -0.7924 -0.1 0.0 -0.1
C 0.9791 1.7097 0.5666 0.4 0.2 -0.1
C -8.4744 -1.0205 -2.0002 0.1 0.1 0.4
C 0.3022 -0.5159 1.3701 0.1 -0.3 0.2
C 6.4634 0.2308 -1.7826 0.0 0.0 0.1
C -8.5164 -1.0909 -0.4762 -0.2 -0.2 -0.3
C -4.4107 1.0852 0.7810 0.0 -0.1 0.1
C 5.2548 -0.3598 -1.4545 -0.2 -0.1 -0.1
C 7.0637 0.3057 0.5386 -0.1 -0.1 0.0
C 2.2468 0.9974 0.1132 0.0 0.5 -0.5
C 5.8595 -0.2842 0.8740 0.1 0.0 0.1
C -3.6292 0.0157 0.3517 -0.6 -0.1 -0.1
H 1.6139 0.4048 2.8319 0.0 -0.1 0.0
H 0.3973 -1.2999 0.6037 -0.1 0.0 0.1
H 2.0576 0.4957 -0.8436 -0.1 0.2 0.0
H -3.9448 1.9657 1.1892 0.0 0.0 0.0
H -0.4458 -0.8199 2.1106 0.1 0.0 -0.1
H 4.5345 -0.6359 -2.2081 -0.1 0.0 -0.1
H -8.1771 -2.0723 -0.1210 0.0 0.1 0.0
H 5.5975 -0.5045 1.8961 0.1 0.0 0.2
H 9.4704 0.4245 -1.1595 0.1 0.0 0.0
H 0.6489 2.4136 -0.2019 0.2 -0.1 0.2
H -6.0831 -2.0829 -0.6452 -0.1 0.0 0.0
H 6.6984 0.4295 -2.8178 0.0 0.0 -0.1
H -7.4575 -1.1388 -2.3663 0.1 0.0 -0.1
H -9.5415 -0.9372 -0.1268 0.1 -0.1 0.0
H -8.8473 -0.0553 -2.3331 0.0 0.1 -0.1
H 1.1700 2.2792 1.4837 -0.1 0.1 -0.1
H -3.6687 -1.9619 -0.4711 0.1 -0.1 -0.1
H -9.0967 -1.8054 -2.4217 -0.1 -0.1 -0.1
H 8.6581 1.6527 -2.1285 0.0 0.1 -0.1
H -6.3939 1.8468 1.0066 -0.1 0.1 0.0
H 8.9798 1.9392 -0.4106 0.1 0.1 0.0
H -1.8344 -0.9318 0.3850 0.0 0.1 0.1
H 3.0523 1.7248 -0.0258 -0.1 0.0 -0.1
H 1.9735 -1.3029 2.4943 -0.2 0.1 0.2
H 7.7705 0.5643 1.3131 0.1 0.0 0.1
```
Positions in Å, forces in eV/Å.

structure (SMILES): CCOc1ccc(NC(=S)N2CCN(S(=O)(=O)c3ccc(C)cc3)CC2)cc1
E: -53428.6410 eV
energy above the lowest of the compared OMol25 structures with the same formula, charge and spin: 95.1 kJ/mol
orbital gap: 8.2 eV
HOMO energy: -0.2827 hartree
total charge: 0

Atomic partial charges in e from the Löwdin method, atoms 1 to 5: 0.70 0.68 -0.29 -0.05 -0.28